{"formula": "C3H5NO2S", "method": "ωB97M-V/def2-TZVPD", "max_force_ev_per_a": 2.4, "de_lowest_kcal_mol": 7.6, "smiles": "O=C([O-])NCC[S-]", "total_charge": -2, "e_tot_ha": -720.7344, "lumo_ha": 0.22705, "gap_ev": 5.7400, "species": ["C", "C", "S", "N", "C", "O", "O", "H", "H", "H", "H", "H"], "coordinates": [[-0.39328, -0.60314, -0.36851], [0.97960, -0.59473, -1.05357], [0.86174, -0.40732, -2.88256], [-0.36821, -0.48216, 1.09299], [-0.60915, 0.62833, 1.93343], [-0.52764, 1.76114, 1.42715], [-0.92492, 0.33210, 3.13310], [-0.89566, 0.31800, -0.69058], [-1.00663, -1.46975, -0.63310], [1.36321, -1.60453, -0.84930], [1.65113, 0.14487, -0.62336], [-0.07438, -1.29225, 1.59784]]}

{"formula": "C4H28N2O10", "method": "ωB97M-V/def2-TZVPD", "max_force_ev_per_a": 1.5, "de_lowest_kcal_mol": 51.3, "smiles": "CN(C)CC(N)=O.O.O.O.O.O.O.O.O.O", "e_tot_ha": -1031.1223, "lumo_ha": -0.00226, "gap_ev": 8.6145, "species": ["C", "N", "C", "C", "C", "N", "O", "H", "H", "H", "H", "H", "H", "H", "H", "H", "H", "H", "H", "O", "H", "H", "O", "H", "H", "O", "H", "H", "O", "H", "H", "O", "H", "H", "O", "H", "H", "O", "H", "H", "O", "H", "H", "O"], "coordinates": [[2.02660, 1.36614, 1.55828], [1.57723, 0.28292, 0.67936], [0.20318, 0.33858, 0.25123], [2.48539, -0.08980, -0.38306], [2.07831, -1.49935, -0.88057], [1.32695, -1.46963, -2.00803], [2.41560, -2.56190, -0.38021], [1.15605, 1.75667, 2.08934], [2.69227, 0.88864, 2.28521], [2.52024, 2.19557, 1.04374], [-0.41504, 0.82686, 1.00111], [-0.25232, -0.66227, 0.18576], [-0.03328, 0.80388, -0.70675], [3.49598, -0.23840, 0.02173], [2.58191, 0.58658, -1.24839], [1.05034, -2.33885, -2.43675], [1.00373, -0.62784, -2.46461], [1.64167, -1.55730, 2.50151], [2.78581, -2.25323, 1.81679], [2.26186, -2.27551, 2.62221], [-1.78907, -1.01908, -2.12206], [-2.82490, 0.15304, -2.08873], [-2.01501, -0.17160, -1.71228], [0.48121, -3.17845, 0.43314], [0.02556, -3.98023, 1.55358], [-0.35439, -3.36665, 0.91387], [-2.13341, 0.01606, 3.80884], [-1.67641, -0.95414, 2.65802], [-1.75949, -0.03949, 2.94246], [-1.52245, -3.30006, -0.50599], [-2.16753, -2.01533, -0.89457], [-2.00517, -2.88059, -1.25271], [-0.94559, 3.07806, 1.44824], [-2.07771, 2.67248, 0.37129], [-1.17134, 3.01217, 0.51114], [-0.79227, 1.19042, -2.46383], [0.36479, 1.91587, -2.89824], [-0.26454, 1.26550, -3.28416], [-2.79139, 0.68735, 0.74862], [-4.02657, 1.43930, 0.15269], [-3.33166, 1.49797, 0.80638], [-0.35842, 3.70461, -2.19784], [0.11491, 3.38592, -0.77079], [0.41835, 3.41513, -1.70498]]}

{"formula": "C2HClN2O2", "method": "ωB97M-V/def2-TZVPD", "max_force_ev_per_a": 6.5, "de_lowest_kcal_mol": 77.4, "smiles": "N#[N+][O-].O=C=CCl", "e_tot_ha": -796.8727, "lumo_ha": 0.00093, "gap_ev": 9.1710, "species": ["C", "C", "N", "N", "O", "O", "Cl", "H"], "coordinates": [[-0.40099, -1.40421, 1.17450], [-0.59747, -2.20696, 0.12246], [3.05824, 1.07215, 1.28142], [2.72591, 0.03435, 1.25408], [0.04283, -0.84201, 2.09730], [2.37008, -1.02343, 1.18196], [-0.48023, -1.42160, -1.42564], [-1.07903, -3.22886, 0.09854]]}

{"formula": "C3H4N3O2S", "method": "ωB97M-V/def2-TZVPD", "max_force_ev_per_a": 9.4, "de_lowest_kcal_mol": 164.5, "total_charge": -1, "e_tot_ha": -829.4461, "lumo_ha": 0.12287, "gap_ev": 6.1498, "species": ["C", "C", "C", "N", "N", "N", "O", "O", "S", "H", "H", "H", "H"], "coordinates": [[0.72369, -0.26116, 0.08937], [-1.72448, -0.57584, 0.38814], [-1.64818, 0.59290, -0.61098], [-0.72973, -1.50263, 0.35015], [1.84755, -0.57578, 0.26904], [2.99490, 0.07720, 0.18518], [3.64721, 0.01313, -0.85274], [3.40110, 0.54681, 1.23240], [0.03531, 1.26489, -0.58930], [-1.68967, 0.02530, 1.32906], [-2.67863, -1.21110, 0.26188], [-1.93578, 0.13964, -1.64889], [-2.24327, 1.46663, -0.40331]]}

{"formula": "C6H11N5O", "method": "ωB97M-V/def2-TZVPD", "max_force_ev_per_a": 4.5, "de_lowest_kcal_mol": 0.0, "smiles": "NC1=C(C(=O)NC=[NH2+])[NH2+]CC=N1", "total_charge": 2, "e_tot_ha": -583.5975, "lumo_ha": -0.30198, "gap_ev": 8.5337, "species": ["C", "C", "C", "C", "C", "C", "N", "N", "N", "N", "N", "O", "H", "H", "H", "H", "H", "H", "H", "H", "H", "H", "H"], "coordinates": [[-2.21273, -2.26060, 0.15102], [-0.18090, -0.46478, 0.33517], [-1.53027, -0.13319, -0.13715], [1.15485, 0.10076, 0.10412], [-1.29865, -2.40599, 1.33191], [2.36924, 2.01993, -0.71591], [-2.22557, -1.19279, -0.47175], [1.20516, 1.34181, -0.64154], [2.61338, 3.18220, -1.25236], [0.00246, -1.82820, 0.90495], [-2.05117, 1.07553, -0.47030], [2.14197, -0.52883, 0.46459], [-2.71770, -3.04529, -0.37921], [-1.74614, -1.75670, 2.09568], [-1.07323, -3.41367, 1.51086], [3.08098, 1.69496, -0.01462], [0.54485, 1.33954, -1.40886], [3.55763, 3.50839, -1.31839], [1.92355, 3.78538, -1.56973], [0.79536, -2.41695, 0.38910], [0.59367, -1.69098, 1.73871], [-3.02719, 1.06878, -0.69140], [-1.91956, 2.02070, 0.04513]]}

{"formula": "C40H31N2O6P2Pd", "method": "ωB97M-V/def2-TZVPD", "max_force_ev_per_a": 0.9, "multiplicity": 3, "total_charge": 1, "e_tot_ha": -2914.2792, "lumo_ha": [-0.12702, -0.15079], "gap_ev": [6.7211, 6.0866], "species": ["Pd", "O", "C", "O", "C", "C", "C", "C", "C", "N", "C", "O", "O", "H", "H", "H", "H", "H", "O", "C", "N", "C", "O", "C", "C", "C", "C", "C", "C", "H", "H", "H", "H", "C", "P", "C", "C", "C", "C", "C", "C", "C", "C", "C", "C", "C", "C", "P", "C", "C", "C", "C", "C", "C", "C", "C", "C", "C", "C", "C", "H", "H", "H", "H", "H", "H", "H", "H", "H", "H", "H", "H", "H", "H", "H", "H", "H", "H", "H", "H", "H", "H"], "coordinates": [[1.06725, -0.07681, 1.81880], [-1.38701, -2.39008, 4.62822], [-0.46155, -1.79015, 3.90312], [-0.48688, -1.74204, 2.69466], [0.62880, -1.17206, 4.71234], [0.62374, -1.14328, 6.09583], [1.62864, -0.43829, 6.73267], [2.58655, 0.20171, 5.96444], [2.52442, 0.08781, 4.58517], [1.56852, -0.60055, 3.98235], [3.47495, 0.75155, 3.61719], [4.59291, 1.28668, 4.08307], [3.24339, 0.79348, 2.43644], [-2.07504, -2.73463, 4.03844], [-0.16363, -1.64052, 6.64383], [1.65639, -0.37021, 7.81215], [3.34476, 0.79933, 6.45604], [4.69307, 1.18114, 5.03613], [-0.43387, 1.47235, 4.18475], [-0.73934, 1.98057, 3.12084], [-0.25303, 1.57027, 1.88591], [-0.86073, 2.27758, 0.88215], [-0.77246, 2.03794, -0.30684], [-1.71582, 3.33527, 1.51254], [-2.44366, 4.36490, 0.96366], [-3.14368, 5.19532, 1.84027], [-3.11512, 4.97717, 3.21177], [-2.36997, 3.92975, 3.75573], [-1.67117, 3.12855, 2.88204], [-2.46688, 4.53536, -0.10578], [-3.71402, 6.02679, 1.44516], [-3.67353, 5.63267, 3.86852], [-2.34332, 3.75366, 4.82383], [1.16174, 0.09277, -2.39052], [0.93465, -0.30602, -0.61052], [2.41177, -1.31792, -0.21461], [3.69004, -0.87437, -0.56180], [4.81553, -1.50522, -0.05912], [4.68880, -2.57901, 0.81534], [3.42935, -3.01614, 1.19032], [2.29414, -2.38836, 0.69035], [-0.45575, -1.47743, -0.64076], [-1.70873, -1.06275, -0.20090], [-2.78445, -1.93769, -0.23397], [-2.61158, -3.23500, -0.69301], [-1.36510, -3.65228, -1.14410], [-0.29295, -2.77618, -1.12710], [0.08605, 1.33834, -3.27613], [0.47837, 0.81505, -4.99598], [1.59107, 0.07267, -5.38402], [1.81751, -0.21476, -6.72659], [0.94247, 0.24262, -7.69719], [-0.16361, 0.99662, -7.32269], [-0.38785, 1.28381, -5.98736], [-1.56230, 0.54446, -3.09423], [-2.58929, 1.27172, -2.50046], [-3.85017, 0.70852, -2.33898], [-4.09000, -0.58748, -2.77046], [-3.06993, -1.32122, -3.36611], [-1.81408, -0.75687, -3.53124], [1.07157, -0.88123, -2.88055], [2.18098, 0.46098, -2.50928], [3.81537, -0.02006, -1.21554], [5.79866, -1.15149, -0.34239], [5.57250, -3.07252, 1.20018], [3.32648, -3.85820, 1.86338], [1.31592, -2.77595, 0.94782], [-1.85155, -0.04567, 0.14241], [-3.75902, -1.60141, 0.09876], [-3.45168, -3.91915, -0.71225], [-1.23573, -4.65748, -1.52608], [0.67247, -3.10481, -1.49547], [2.29984, -0.29290, -4.65145], [2.68424, -0.79956, -7.01023], [1.12269, 0.01724, -8.74029], [-0.84788, 1.36499, -8.07727], [-1.25186, 1.87566, -5.70160], [-2.39291, 2.28267, -2.16188], [-4.64456, 1.28467, -1.87916], [-5.07388, -1.02552, -2.65198], [-3.25944, -2.33052, -3.71283], [-1.03057, -1.32882, -4.01795]]}